Model a:
The following is a quantum chemistry calculation of 2 unconnected molecules or ions with the total composition C2H3O3S, from the Open Molecules 2025 dataset.

Its total charge is -1. Its spin multiplicity is 1. Its HOMO energy (alpha / beta) is -4.46 / -4.56 eV.

Each line ends with the Löwdin charge.
Positions of all 9 atoms, in Å:
C (1.49, 0.57, -0.21)  -0.511
C (0.39, -0.13, -0.71)  -0.210
O (-2.19, -0.25, -0.80)  -0.439
O (2.69, 0.29, -0.14)  -0.087
O (-1.11, 1.38, 0.68)  -0.444
S (-1.13, 0.04, 0.09)  0.437
H (1.03, 1.59, -0.07)  0.102
H (0.28, -2.56, -0.08)  0.083
H (-1.44, -0.94, 1.25)  0.069



Model b:
The following is a quantum chemistry calculation of a gas-phase ion, C2H3O3S (charge -1), from the Open Molecules 2025 dataset.

Its total charge is -1. Its spin multiplicity is 1. The SMILES is O=CC=[S@H](=O)[O-]. Its HOMO energy is -4.00 eV.

Each line ends with the Löwdin charge.
Positions of all 9 atoms, in Å:
C (-1.38, 0.32, 0.34)  -0.501
C (-0.36, -0.63, 0.29)  -0.293
O (2.19, -0.72, 0.51)  -0.387
O (-2.59, 0.18, 0.27)  -0.107
O (1.20, 1.37, -0.14)  -0.398
S (1.17, -0.02, -0.12)  0.439
H (-1.15, 1.41, 0.37)  0.099
H (-0.54, -1.74, 0.02)  0.097
H (1.45, -0.17, -1.54)  0.050



Most stable: model b (next structure +445.5 kJ/mol)



Model a:
The following is a quantum chemistry calculation of 4 unconnected molecules or ions with the total composition C8H24O4, from the Open Molecules 2025 dataset.

Its total charge is 0. Its spin multiplicity is 1. The SMILES is CCO.CCO.CCO.CCO. Its HOMO energy is -10.01 eV.

Each line ends with the Löwdin charge.
Positions of all 36 atoms, in Å:
C (1.01, -0.55, 4.61)  -0.079
C (-0.49, -0.64, 5.14)  -0.294
O (-1.22, -1.22, 4.11)  -0.088
H (1.08, 0.39, 4.07)  0.057
H (1.24, -1.39, 3.96)  0.064
H (1.77, -0.40, 5.37)  0.063
H (-0.95, 0.33, 5.32)  0.106
H (-0.46, -1.20, 6.08)  0.105
H (-1.14, -0.73, 3.29)  0.059
C (-1.36, 0.45, -4.75)  -0.113
C (-0.74, 1.15, -5.88)  -0.357
O (-0.03, 2.23, -5.34)  -0.064
H (-1.99, 1.05, -4.09)  0.076
H (-0.65, 0.07, -4.01)  0.066
H (-1.99, -0.40, -5.00)  0.077
H (-1.46, 1.47, -6.63)  0.114
H (-0.09, 0.53, -6.50)  0.112
H (0.80, 1.85, -5.06)  0.085
C (2.53, -0.92, 0.00)  -0.078
C (2.69, -0.15, 1.29)  -0.317
O (1.86, 0.99, 1.22)  -0.093
H (1.50, -1.25, -0.07)  0.066
H (3.29, -1.70, 0.06)  0.077
H (2.69, -0.35, -0.92)  0.075
H (3.69, 0.26, 1.41)  0.109
H (2.54, -0.70, 2.22)  0.094
H (2.26, 1.64, 0.65)  0.090
C (-1.93, -0.24, -0.99)  -0.102
C (-2.00, -0.25, 0.51)  -0.315
O (-1.59, 0.99, 1.16)  -0.072
H (-2.29, 0.75, -1.30)  0.079
H (-2.61, -0.95, -1.46)  0.078
H (-0.91, -0.45, -1.32)  0.061
H (-1.38, -1.09, 0.82)  0.101
H (-3.03, -0.51, 0.75)  0.112
H (-0.64, 0.95, 1.27)  0.046



Model b:
The following is a quantum chemistry calculation of 4 unconnected molecules or ions with the total composition C8H24O4, from the Open Molecules 2025 dataset.

Its total charge is 0. Its spin multiplicity is 1. The SMILES is CCO.CCO.CCO.CCO. Its HOMO energy is -9.71 eV.

Each line ends with the Löwdin charge.
Positions of all 36 atoms, in Å:
C (0.98, 2.13, 3.71)  -0.091
C (1.79, 2.58, 2.51)  -0.289
O (1.69, 1.59, 1.47)  -0.104
H (1.06, 2.85, 4.54)  0.072
H (1.35, 1.17, 4.06)  0.075
H (-0.08, 2.03, 3.49)  0.075
H (2.84, 2.66, 2.81)  0.109
H (1.44, 3.54, 2.13)  0.114
H (1.43, 2.04, 0.66)  0.038
C (-0.67, 2.09, -2.49)  -0.086
C (0.70, 1.87, -1.87)  -0.277
O (1.06, 2.98, -1.02)  -0.102
H (-0.86, 1.45, -3.36)  0.075
H (-0.67, 3.09, -2.96)  0.073
H (-1.49, 2.06, -1.78)  0.075
H (1.46, 1.75, -2.64)  0.115
H (0.70, 1.01, -1.21)  0.094
H (1.19, 3.77, -1.56)  0.089
C (1.50, -2.98, 0.06)  -0.089
C (1.41, -1.87, 1.06)  -0.321
O (0.52, -0.86, 0.58)  -0.106
H (2.02, -2.66, -0.85)  0.077
H (0.51, -3.34, -0.24)  0.055
H (2.06, -3.82, 0.47)  0.074
H (2.40, -1.43, 1.23)  0.111
H (1.07, -2.23, 2.04)  0.110
H (0.69, -0.07, 1.11)  0.040
C (-1.98, -2.10, -1.10)  -0.097
C (-3.46, -2.20, -1.41)  -0.320
O (-3.96, -3.51, -1.11)  -0.084
H (-1.58, -1.16, -1.48)  0.065
H (-1.42, -2.87, -1.63)  0.072
H (-1.83, -2.18, -0.03)  0.070
H (-3.70, -1.91, -2.44)  0.107
H (-4.02, -1.50, -0.78)  0.106
H (-4.15, -3.97, -1.93)  0.073



Most stable: model b (next structure +116.0 kJ/mol)



Model a:
The following is a quantum chemistry calculation of CHN5O2 in the gas phase, from the Open Molecules 2025 dataset.

Its total charge is 0. Its spin multiplicity is 1. The SMILES is O=[N+]([O-])c1nnn[nH]1. Its HOMO energy is -11.57 eV.

Each line ends with the Löwdin charge.
Positions of all 9 atoms, in Å:
C (0.03, -0.04, -0.07)  -0.256
H (0.75, 2.01, -0.12)  0.141
N (-1.39, 0.00, 0.03)  -0.343
N (0.77, -1.13, 0.00)  0.116
N (2.00, -0.70, 0.09)  -0.053
N (2.13, 0.54, -0.01)  0.037
N (0.85, 1.04, -0.06)  0.137
O (-1.94, 1.07, 0.08)  0.110
O (-1.99, -1.06, -0.06)  0.111



Model b:
The following is a quantum chemistry calculation of CHN5O2 in the gas phase, from the Open Molecules 2025 dataset.

Its total charge is 0. Its spin multiplicity is 1. The SMILES is [H]/N=N/N(C#N)[N+](=O)[O-]. Its HOMO energy is -10.57 eV.

Each line ends with the Löwdin charge.
Positions of all 9 atoms, in Å:
C (0.80, 1.34, -0.68)  -0.273
N (1.46, 2.11, -1.17)  0.190
N (-1.70, -0.36, 0.82)  0.093
N (-1.09, 0.66, 0.45)  -0.017
N (0.04, 0.35, -0.15)  -0.037
N (0.83, -1.08, -0.20)  -0.303
O (0.46, -1.87, 0.59)  0.155
O (1.66, -1.06, -1.04)  0.149
H (-2.45, -0.09, 1.39)  0.044



Most stable: model a (next structure +200.7 kJ/mol)



Model a:
The following is a quantum chemistry calculation of C5H9NO4 in the gas phase, from the Open Molecules 2025 dataset.

Its total charge is 0. Its spin multiplicity is 1. The SMILES is N[C@@H](CCC(=O)O)C(=O)O. Its HOMO energy is -10.19 eV.

Each line ends with the Löwdin charge.
Positions of all 19 atoms, in Å:
C (0.70, 0.83, -0.52)  -0.394
C (-0.29, 0.77, -1.58)  -0.358
C (-0.07, 0.99, 0.80)  -0.146
C (-0.85, -0.22, 1.17)  -0.126
C (-0.08, -1.50, 1.61)  -0.490
H (2.07, 1.91, 0.34)  0.079
H (2.41, 1.56, -1.34)  0.158
H (1.06, -0.18, -0.69)  0.166
H (-0.81, 1.85, 0.66)  0.159
H (0.76, 1.19, 1.50)  0.124
H (-1.57, -0.01, 1.99)  0.126
H (-1.54, -0.64, 0.31)  0.150
H (-1.82, -2.52, 1.97)  0.153
H (-0.54, 0.81, -3.41)  0.176
N (1.63, 1.95, -0.60)  0.048
O (-1.47, 0.16, -1.59)  -0.023
O (1.11, -1.69, 1.59)  0.099
O (-0.81, -2.58, 2.06)  0.056
O (0.20, 1.26, -2.82)  0.043



Model b:
The following is a quantum chemistry calculation of C5H9NO4 in the gas phase, from the Open Molecules 2025 dataset.

Its total charge is 0. Its spin multiplicity is 1. The SMILES is N[C@@H](CCC(=O)O)C(=O)O. Its HOMO energy is -10.54 eV.

Each line ends with the Löwdin charge.
Positions of all 19 atoms, in Å:
C (-0.68, -0.93, 0.04)  -0.280
C (-2.10, -0.85, 0.58)  -0.493
C (-0.09, 0.57, 0.14)  -0.140
C (1.34, 0.72, -0.30)  -0.101
C (2.01, 2.12, -0.17)  -0.477
H (-0.25, -2.64, -1.06)  0.071
H (0.15, -1.21, -1.67)  0.101
H (-0.05, -1.45, 0.73)  0.136
H (-0.91, 1.24, -0.11)  0.131
H (-0.09, 0.72, 1.17)  0.084
H (1.56, 0.41, -1.37)  0.134
H (1.90, -0.02, 0.28)  0.131
H (1.03, 2.25, 1.49)  0.073
H (-2.24, -2.67, -0.20)  0.154
N (-0.65, -1.73, -1.20)  0.040
O (-2.57, 0.10, 1.12)  0.137
O (2.72, 2.71, -0.92)  0.129
O (1.72, 2.71, 1.03)  0.105
O (-2.79, -2.03, 0.43)  0.064



Most stable: model b (next structure +44.3 kJ/mol)



Model a:
The following is a quantum chemistry calculation of H3N2O2P in the gas phase, from the Open Molecules 2025 dataset.

Its total charge is 0. Its spin multiplicity is 1. The SMILES is NP[N+](=O)[O-]. Its HOMO energy is -10.22 eV.

Each line ends with the Löwdin charge.
Positions of all 8 atoms, in Å:
N (-0.55, 0.09, 0.25)  -0.259
N (2.26, 0.09, 0.07)  -0.616
O (2.09, 1.25, 0.41)  -0.036
O (3.25, -0.37, -0.43)  0.002
P (0.76, -0.94, 0.42)  0.903
H (-0.67, 0.82, -0.52)  0.095
H (-0.83, 0.48, 1.13)  0.007
H (0.76, -1.51, -0.77)  -0.094



Model b:
The following is a quantum chemistry calculation of 2 unconnected molecules or ions with the total composition H3N2O2P, from the Open Molecules 2025 dataset.

Its total charge is 0. Its spin multiplicity is 1. Its HOMO energy (alpha / beta) is -8.85 / -7.73 eV.

Each line ends with the Löwdin charge.
Positions of all 8 atoms, in Å:
N (1.32, -0.11, -0.94)  -0.315
N (-1.48, -0.40, 1.16)  -0.400
O (-1.64, -1.36, 0.44)  -0.045
O (-2.28, 0.20, 1.82)  -0.014
P (0.94, 0.68, 0.45)  0.838
H (1.64, -1.06, -0.90)  0.034
H (1.05, 0.20, -1.86)  0.039
H (0.45, 1.84, -0.16)  -0.137



Model c:
The following is a quantum chemistry calculation of H3N2O2P in the gas phase, from the Open Molecules 2025 dataset.

Its total charge is 0. Its spin multiplicity is 1. The SMILES is NP[N+](=O)[O-]. Its HOMO energy is -10.33 eV.

Each line ends with the Löwdin charge.
Positions of all 8 atoms, in Å:
N (-1.61, 0.08, -0.15)  -0.220
N (1.32, -0.18, 0.00)  -0.727
O (1.13, -1.19, -0.61)  0.005
O (2.33, 0.10, 0.62)  -0.023
P (0.21, 1.17, -0.24)  1.015
H (-1.48, -0.93, 0.29)  0.046
H (-1.81, -0.22, -1.10)  -0.045
H (-0.08, 1.17, 1.19)  -0.051



Most stable: model a (next structure +135.5 kJ/mol)